(1)
Density functional theory data (ωB97M-V/def2-TZVPD) for the molecule C5H14N2.

Cartesian coordinates (Å):
N1 -0.50104 0.84558 -2.41614
N2 -0.04696 0.26760 0.66261
C1 -0.34248 -0.74258 -0.56963
C2 1.08482 -0.16915 1.54630
C3 -1.43033 0.09982 1.34782
C4 2.40951 0.22654 0.81242
C5 -1.24499 -0.14127 -1.63541
H1 0.71549 -0.78503 -0.99436
H2 3.29681 -0.00946 1.32794
H3 -1.69074 -1.00391 -2.21839
H4 1.07153 -1.31696 1.76460
H5 -1.50021 0.82995 2.19354
H6 -0.83563 1.81569 -2.07472
H7 2.61593 -0.36780 -0.13107
H8 -1.61502 -0.96901 1.51136
H9 0.97012 0.26436 2.54554
H10 -0.59360 -1.72489 -0.24925
H11 -2.05374 0.45877 -1.16058
H12 -2.12380 0.58556 0.74512
H13 2.22124 1.17318 0.33130
H14 -0.40690 0.66300 -3.33902

## Properties
ΔE to the lowest compared entry with this formula, charge and spin in eV: 2.782
Multiplicity: 1
Net charge: 0
E_HOMO in eV: -8.7991
SMILES string: CCN(C)CCN
E_LUMO in eV: 1.1313
Orbital gap in eV: 9.9

Atom charges from the natural (NBO) analysis, given in e for atoms 1 to 5: atom 1 (N): -0.8610, atom 2 (N): -0.4355, atom 3 (C): -0.2496, atom 4 (C): -0.2238, atom 5 (C): -0.4390

=====

(2)
Density functional theory data (ωB97M-V/def2-TZVPD) for a cluster of 2 separate species, C4H9IN in total.

Cartesian coordinates (Å):
I1 -3.56896 0.20541 -0.02738
N1 -0.36367 0.49487 -1.15242
C1 -0.03384 -0.84142 -0.47247
C2 0.06210 0.35902 0.31847
C3 1.32392 1.05493 0.70109
C4 -2.96186 -1.70899 0.30740
H1 1.26460 1.52791 1.75494
H2 2.23133 0.49194 0.66006
H3 0.69749 -1.50424 -0.89700
H4 -2.07378 -1.47970 0.94035
H5 1.64905 1.88875 0.09965
H6 -0.68679 0.67914 1.02601
H7 0.29449 0.97570 -1.80097
H8 -1.38684 0.55209 -1.29883
H9 -3.28085 -2.54761 -0.28863

## Properties
ΔE to the lowest compared entry with this formula, charge and spin in eV: 1.341
Multiplicity: 3
Net charge: +1
E_HOMO (spin up / spin down) in eV: -12.1043 / -13.5547
Expectation value of S²: 2.0104
E_LUMO (spin up / spin down) in eV: -3.1064 / -6.1603
Orbital gap (spin up / spin down) in eV: 9.0 / 7.4

Atom charges from the natural (NBO) analysis, given in e for atoms 1 to 5: atom 1 (I): 0.1918, atom 2 (N): -0.6161, atom 3 (C): 0.1532, atom 4 (C): -0.1176, atom 5 (C): -0.6754

=====

(3)
Density functional theory data (ωB97M-V/def2-TZVPD) for the ion C2H4N3O with charge +1.

Cartesian coordinates (Å):
O1 0.04239 -1.47766 1.83799
N1 -0.27929 -0.86877 0.80702
N2 -2.45942 -1.53500 1.14632
N3 -2.99206 -2.09860 1.93719
C1 -1.67385 -1.00287 0.34855
C2 0.58122 -0.00635 0.12547
H1 1.47745 -0.48943 -0.18822
H2 -1.95648 -0.45588 -0.61469
H3 0.01970 0.36553 -0.78157
H4 0.96229 0.71561 0.93677

## Properties
ΔE to the lowest compared entry with this formula, charge and spin in eV: 1.037
Multiplicity: 3
Net charge: +1
E_HOMO (spin up / spin down) in eV: -13.7884 / -16.4509
Expectation value of S²: 2.0166
E_LUMO (spin up / spin down) in eV: -6.4168 / -9.0230
Orbital gap (spin up / spin down) in eV: 7.4 / 7.4

Atom charges from the natural (NBO) analysis, given in e for atoms 1 to 5: atom 1 (O): -0.2118, atom 2 (N): 0.0102, atom 3 (N): -0.0435, atom 4 (N): 0.3817, atom 5 (C): 0.2773

=====

(4)
Density functional theory data (ωB97M-V/def2-TZVPD) for a structure of composition CH4NO.

Cartesian coordinates (Å):
O1 1.54216 0.46928 -0.93246
N1 -1.47407 -0.12668 0.90499
C1 -0.52620 -0.50920 0.14308
H1 2.33382 0.87515 -0.60166
H2 -0.60743 -1.43864 -0.46772
H3 -1.30505 0.70651 1.50893
H4 0.71711 0.04472 -0.17328

## Properties
ΔE to the lowest compared entry with this formula, charge and spin in eV: 1.319
Multiplicity: 1
Net charge: -1
E_HOMO in eV: -1.7948
E_LUMO in eV: 5.1927
Orbital gap in eV: 7.0

Atom charges from the natural (NBO) analysis, given in e for atoms 1 to 5: atom 1 (O): -1.1636, atom 2 (N): -0.7870, atom 3 (C): -0.1861, atom 4 (H): 0.4166, atom 5 (H): 0.0808

=====

(5)
Density functional theory data (ωB97M-V/def2-TZVPD) for a structure of composition C20H40AlBr2Cl3F4K2LiN4O2P2.

Cartesian coordinates (Å):
Br1 0.26859 -5.20434 3.66736
Br2 7.15609 -4.98402 3.75231
K1 -0.80034 -5.31699 0.38191
K2 4.89656 -4.26575 4.43629
Cl1 1.27694 4.43109 -8.07363
Cl2 3.89213 -1.46538 2.60749
Cl3 5.59023 -3.67126 1.79270
P1 1.28429 -3.36971 6.20989
P2 -0.45974 -3.12018 4.81214
Al1 -3.45663 0.44454 7.74325
F1 -5.02539 -0.09518 7.43146
F2 -2.45082 -0.14854 6.49235
F3 -2.91882 -0.13184 9.22258
F4 -3.40512 2.12759 7.70283
O1 2.62149 -3.65555 5.26876
O2 1.12251 -4.67141 7.15317
N1 -1.32138 2.91810 -3.17572
N2 0.37535 2.15881 -7.42499
N3 1.44608 -2.04981 7.01033
N4 -0.36422 2.97628 1.84600
C1 -0.00223 -1.09762 -0.28386
C2 -0.52263 2.07611 -8.13602
C3 -1.61368 2.00718 -9.09001
C4 0.73066 1.65778 -4.02649
C5 -1.77083 -2.90612 3.39439
C6 -0.52812 1.70447 -3.15149
C7 -1.84479 3.30895 -4.47787
C8 -0.59371 -3.25252 -1.19906
C9 0.18311 3.87785 1.39734
C10 5.39628 -2.33813 2.93333
C11 -0.79996 -2.22451 -0.25269
C12 -2.65011 2.22236 -5.17215
C13 -1.07280 -2.20117 2.24056
C14 0.46785 4.74388 -2.99160
C15 -1.85396 -2.21697 0.88109
C16 0.87686 5.02027 0.82866
C17 -0.77359 4.03167 -2.43011
C18 1.21101 -1.96930 -2.12377
C19 1.00865 -0.96147 -1.21325
C20 0.41780 -3.09312 -2.13169
Li1 -1.99197 -0.27408 3.53735
H1 -2.58325 -2.30340 3.83219
H2 0.97637 4.91608 -0.25079
H3 -0.82270 -1.16941 2.51407
H4 2.36413 -1.67376 6.79492
H5 1.87497 5.11808 1.25191
H6 0.60708 5.69762 -2.47224
H7 0.33401 5.94220 1.02884
H8 1.78224 -5.31655 6.86745
H9 -1.34182 -3.92560 5.60686
H10 -2.04237 1.35325 -5.42535
H11 -3.05235 2.61616 -6.10589
H12 -2.07136 1.01728 -9.10094
H13 0.56701 2.07885 -5.01713
H14 1.04496 0.61896 -4.16768
H15 2.00150 -1.88747 -2.85354
H16 -3.49003 1.89531 -4.55336
H17 -0.12835 -2.70479 2.03991
H18 1.37657 4.16394 -2.83361
H19 -2.21096 -3.85633 3.11187
H20 -2.39052 2.73266 -8.84708
H21 -0.24735 1.48767 -2.11389
H22 -0.56042 3.69326 -1.40887
H23 0.59836 -3.87087 -2.85829
H24 -0.91151 -1.95988 5.51828
H25 -1.04996 3.64050 -5.16114
H26 2.54907 -3.02251 4.53662
H27 -1.17391 0.86767 -3.43586
H28 6.23500 -1.65994 2.84010
H29 -1.26271 2.22724 -10.09879
H30 1.56811 2.17806 -3.56154
H31 -1.56932 4.77690 -2.32165
H32 -2.50631 4.16790 -4.33164
H33 -1.22249 -4.14929 -1.19629
H34 1.61517 -0.07180 -1.16525
H35 -0.15090 -0.29843 0.42746
H36 0.45732 -2.27641 4.03326
H37 5.35246 -2.72160 3.94467
H38 -2.35095 -1.25447 0.78411
H39 0.37904 4.96375 -4.05499
H40 -2.54547 -3.05278 0.81418

## Properties
Multiplicity: 1
Net charge: -1
E_HOMO in eV: -3.5668
E_LUMO in eV: -0.6097
Orbital gap in eV: 3.0

Atom charges from the Löwdin analysis, given in e for atoms 1 to 5: atom 1 (Br): 0.1158, atom 2 (Br): -0.2460, atom 3 (K): 0.8354, atom 4 (K): 0.4463, atom 5 (Cl): -0.6218

=====

(6)
Density functional theory data (ωB97M-V/def2-TZVPD) for a cluster of 2 separate species, C4H8O3 in total.

Cartesian coordinates (Å):
O1 0.70331 -0.06085 -1.52439
O2 1.49685 -1.81805 -0.28874
O3 0.65172 1.36545 -1.51042
C1 -2.07680 0.10966 0.60169
C2 -1.47357 -0.91903 0.02697
C3 1.11136 -0.69479 -0.20637
C4 1.45226 0.31010 0.84590
H1 0.54784 1.56283 -2.45202
H2 1.65668 -0.20745 1.77940
H3 -1.11868 -0.86450 -1.04967
H4 -2.34598 0.12491 1.64875
H5 -2.22105 1.05525 0.09844
H6 2.31820 0.88951 0.53019
H7 -1.33318 -1.86450 0.53178
H8 0.63103 1.01146 0.96849

## Properties
ΔE to the lowest compared entry with this formula, charge and spin in eV: 5.029
Multiplicity: 1
Net charge: 0
E_HOMO in eV: -10.0361
SMILES string: CC(=O)OO.C=C
E_LUMO in eV: 0.7017
Orbital gap in eV: 10.7

Atom charges from the natural (NBO) analysis, given in e for atoms 1 to 5: atom 1 (O): -0.3315, atom 2 (O): -0.5181, atom 3 (O): -0.4603, atom 4 (C): -0.3857, atom 5 (C): -0.4260

=====

(7)
Density functional theory data (ωB97M-V/def2-TZVPD) for a cluster of 2 separate species, CH2BrCl in total.

Cartesian coordinates (Å):
Br1 -1.70623 0.03610 -0.73150
Cl1 0.37958 -1.42011 0.99073
C1 0.00228 -0.15086 -0.07186
H1 0.81467 -0.28075 -0.79921
H2 0.50970 1.81562 0.61184

## Properties
ΔE to the lowest compared entry with this formula, charge and spin in eV: 3.986
Multiplicity: 1
Net charge: 0
E_HOMO (spin up / spin down) in eV: -9.1046 / -10.0782
E_LUMO (spin up / spin down) in eV: -0.6433 / -0.8457
Orbital gap (spin up / spin down) in eV: 8.5 / 9.2

Charges computed using natural (NBO), reported in e: atom 1 (Br): 0.1401, atom 2 (Cl): 0.0488, atom 3 (C): -0.4377, atom 4 (H): 0.2097, atom 5 (H): 0.0391

=====

(8)
Density functional theory data (ωB97M-V/def2-TZVPD) for a cluster of 2 separate species, C7H17NO in total.

Cartesian coordinates (Å):
O1 -0.96469 -1.67979 -0.10818
N1 0.31852 -0.25233 -1.33830
C1 -1.94491 0.45712 -0.50596
C2 -0.75705 0.63861 3.38843
C3 1.43768 -1.07421 -1.04651
C4 2.04987 1.64164 -1.79389
C5 -0.91020 -0.62946 -0.64824
C6 0.04130 -0.56479 2.82126
C7 0.62081 1.17018 -1.57997
H1 0.20492 1.79198 -0.80086
H2 0.10396 1.48935 -2.49253
H3 1.40472 -2.15922 -1.09110
H4 -1.10907 1.32330 2.62013
H5 0.60206 -0.20731 1.94772
H6 2.76967 1.03978 -2.31268
H7 2.24773 -0.81672 -1.71267
H8 -1.66832 0.25734 3.85176
H9 -1.82324 1.37881 -1.05843
H10 -2.13189 0.63991 0.55090
H11 -2.86419 0.02748 -0.88330
H12 -0.59360 -1.33200 2.40101
H13 0.76084 -0.89205 3.55924
H14 1.90490 -0.84221 -0.09374
H15 2.07590 2.40466 -2.57387
H16 -0.15166 1.07343 4.16820
H17 2.62310 1.78234 -0.88767

## Properties
ΔE to the lowest compared entry with this formula, charge and spin in eV: 0.907
Multiplicity: 2
Net charge: +1
E_HOMO (spin up / spin down) in eV: -14.7474 / -14.7461
Expectation value of S²: 0.7618
E_LUMO (spin up / spin down) in eV: -3.2598 / -8.2114
Orbital gap (spin up / spin down) in eV: 11.5 / 6.5

Atom charges from the natural (NBO) analysis, given in e for atoms 1 to 5: atom 1 (O): -0.3885, atom 2 (N): -0.0404, atom 3 (C): -0.7481, atom 4 (C): -0.6108, atom 5 (C): -0.4949

=====

| no. | DFT total energy (hartree) | strongest force on any atom (hartree/bohr) |
| --- | --- | --- |
| 1 | -308.32081 | 0.10364 |
| 2 | -509.78536 | 0.05419 |
| 3 | -317.61098 | 0.13248 |
| 4 | -170.43157 | 0.04432 |
| 5 | -10216.43637 | 0.12449 |
| 6 | -382.78002 | 0.07123 |
| 7 | -3073.34757 | 0.04921 |
| 8 | -406.54703 | 0.04301 |